(1)
ORCA calculation (the ωB97M-V functional and the def2-TZVPD basis) on a structure of composition C47H41N8O5OsS3.

## Properties
Spin multiplicity ... 5
Charge ... +3
Gap between HOMO and LUMO (spin up / spin down) ... 7.946 / 6.964 eV
E_HOMO (spin up / spin down) ... -15.6 / -16.0 eV
LUMO energy (spin up / spin down) ... -7.70 / -9.08 eV

XYZ file:
```
105
C47H41N8O5OsS3 (the ωB97M-V functional and the def2-TZVPD basis)
Os 1.140 -0.065 0.899
S 1.771 0.815 -2.296
S -2.109 0.597 1.027
S -1.515 1.458 -1.502
O -0.645 -1.992 3.084
O 3.025 -0.691 0.675
O 4.502 -1.980 1.753
O 0.477 2.460 2.467
O -0.062 2.465 4.649
N 1.958 0.162 2.872
N 0.831 -2.341 1.326
N 0.934 -4.593 1.402
N -2.342 1.626 -0.153
N 0.757 0.335 -1.025
N -0.665 0.226 1.272
N 2.302 -3.467 -0.130
N -0.523 0.257 -1.630
C 2.028 0.711 5.180
C 1.344 -5.957 1.104
C 3.072 -0.188 5.372
C -0.440 5.011 -3.041
C -5.069 -2.131 1.051
C -4.332 -0.988 1.329
C 1.507 0.880 3.912
C -2.725 0.685 3.627
C 2.551 -0.399 -4.561
C 4.798 2.548 -0.404
C -4.013 1.310 -2.538
C -3.975 3.183 3.457
C 0.543 4.800 -0.846
C 3.601 -1.194 1.769
C -3.294 1.256 4.751
C -4.901 1.072 -3.576
C 4.403 0.143 -1.773
C -2.533 -1.832 -0.077
C 0.348 5.522 -2.020
C -0.042 3.556 -0.690
C 5.835 1.634 -0.546
C 5.643 0.442 -1.234
C 2.677 -1.466 -5.434
C 2.160 -2.710 -5.089
C -3.421 2.626 2.312
C 3.607 -0.843 4.275
C 3.374 1.064 -1.619
C 3.024 -0.631 3.041
C 3.558 2.276 -0.958
C -2.806 1.388 2.427
C -4.431 0.666 -4.816
C 1.516 -2.894 -3.874
C -3.068 0.488 -5.039
C -0.042 -2.727 2.343
C 1.394 -3.480 0.842
C -0.813 3.051 -1.736
C -1.034 3.764 -2.908
C -0.070 -4.245 2.391
C -3.287 -2.960 -0.346
C 1.925 -0.612 -3.336
C -3.916 2.498 4.665
C 0.580 2.016 3.582
C -4.550 -3.111 0.219
C -2.659 1.123 -2.780
C -3.073 -0.858 0.760
C -2.164 0.716 -4.018
C 1.390 -1.838 -2.980
H 0.198 -4.601 3.386
H 0.752 -6.384 0.294
H -2.714 0.169 -6.009
H 2.805 -4.309 -0.358
H 2.401 -5.993 0.848
H 1.641 1.304 5.995
H 1.101 -3.861 -3.623
H -0.607 5.587 -3.941
H 4.244 -0.784 -2.307
H -4.366 2.934 5.548
H 0.056 3.021 0.248
H 4.467 -1.495 4.342
H 4.966 3.485 0.111
H -1.554 -1.699 -0.520
H -5.962 1.207 -3.414
H -4.743 -0.223 1.974
H 3.490 -0.333 6.359
H 2.252 -3.538 -5.779
H 0.877 -1.964 -2.037
H 3.172 -1.326 -6.385
H -6.050 -2.251 1.489
H 6.461 -0.256 -1.350
H -1.103 0.571 -4.171
H -4.465 4.146 3.401
H -0.598 3.234 4.395
H 0.798 6.500 -2.130
H -5.131 0.485 -5.621
H -5.134 -3.997 0.004
H 1.210 -6.562 1.998
H -4.365 1.632 -1.568
H -1.062 -4.623 2.134
H 2.944 0.576 -4.827
H -2.238 -0.284 3.672
H 2.777 -2.593 -0.309
H 1.133 5.219 -0.041
H -3.255 0.733 5.698
H -1.655 3.368 -3.700
H 2.750 2.995 -0.891
H -2.894 -3.724 -1.005
H -3.464 3.139 1.361
H 6.809 1.860 -0.131
```

Results of the Mulliken charge analysis, in e, for atoms 1 through 2:
1 Os 3.53
2 S 0.66


(2)
ORCA calculation (the ωB97M-V functional and the def2-TZVPD basis) on a structure of composition C47H42I2N7O6W at a distorted geometry.

## Properties
Energy above the lowest of the compared OMol25 structures with the same formula, charge and spin ... 0.0544 eV
Spin multiplicity ... 3
Charge ... +1
Gap between HOMO and LUMO (spin up / spin down) ... 5.371 / 7.098 eV
E_HOMO (spin up / spin down) ... -8.8 / -10.5 eV
LUMO energy (spin up / spin down) ... -3.42 / -3.40 eV

XYZ file:
```
105
C47H42I2N7O6W (the ωB97M-V functional and the def2-TZVPD basis)
W 0.502 1.013 -0.149
I 0.282 2.800 -2.229
I -5.613 3.926 1.261
O 1.437 -4.424 4.640
O -0.671 0.181 1.341
O -0.369 -4.063 6.033
O -1.576 1.722 5.388
O 1.091 -0.927 0.805
O 1.674 1.541 1.238
N -3.059 0.769 0.339
N -2.190 1.725 -0.026
N -0.124 -0.469 -1.618
N 1.870 -0.798 -2.819
N -0.401 3.126 1.549
N -0.043 -1.790 -3.543
N 2.706 0.229 4.420
C 0.806 -0.805 -5.631
C -4.225 1.271 0.753
C 0.558 -0.963 -2.635
C -0.041 -3.079 -5.574
C -0.227 2.850 2.805
C 3.477 1.739 -0.661
C -0.105 -1.684 2.758
C -1.376 -2.244 4.741
C 0.098 -0.815 1.598
C -2.716 6.500 0.564
C -1.100 -3.018 -0.401
C 2.465 0.865 -1.101
C 0.803 -2.128 -7.635
C -3.367 -2.273 -1.158
C 0.267 -1.876 -4.931
C 0.758 1.615 4.737
C -2.864 5.388 -0.171
C -0.259 2.162 5.699
C -4.212 -1.487 -1.919
C 2.705 0.486 3.119
C -4.122 2.644 0.676
C -0.427 -3.211 4.981
C 1.756 0.768 5.186
C -1.032 5.434 1.979
C -3.705 -0.385 -2.604
C 1.085 -0.940 -6.982
C 0.661 -3.428 4.136
C 0.232 -3.178 -6.931
C -2.047 4.157 0.061
C 4.392 -0.833 -3.957
C 0.766 -4.911 5.803
C -1.786 6.540 1.658
C 4.063 0.076 -2.802
C 4.718 1.793 -1.259
C -2.373 -0.061 -2.461
C 1.696 1.289 2.571
C 0.725 1.891 3.358
C -1.191 -1.462 3.596
C -0.650 -4.223 -4.816
C 5.017 0.946 -2.317
C 3.795 -0.092 2.277
C 2.786 0.072 -2.199
C 0.856 -2.685 3.005
C -2.827 2.882 0.188
C -1.526 -0.837 -1.662
C -1.128 4.253 1.242
C -1.997 -1.997 -1.047
H -0.832 3.383 3.535
H -1.957 0.812 -2.947
H 2.234 -1.331 -3.594
H -0.762 -5.092 -5.459
H -0.958 -2.129 -3.283
H 3.777 -0.632 -4.838
H 1.017 -2.236 -8.688
H 4.407 0.701 1.845
H -0.034 -4.508 -3.962
H -0.083 -2.659 -0.275
H 1.800 0.520 6.241
H 5.429 -0.701 -4.255
H -0.306 5.489 2.780
H -5.259 -1.744 -1.998
H -0.298 3.253 5.667
H -3.757 -3.155 -0.667
H -1.664 7.454 2.220
H 5.996 0.962 -2.775
H -2.784 -0.201 0.287
H 1.508 -0.105 -7.523
H 0.988 0.139 -5.134
H -4.349 0.224 -3.219
H 4.421 -0.729 2.897
H 4.269 -1.890 -3.701
H 1.433 -4.843 6.662
H -2.214 -2.106 5.406
H 3.392 -0.664 1.441
H 1.705 -2.827 2.354
H -1.490 -3.328 0.568
H -1.426 4.013 -0.830
H 0.413 -5.929 5.622
H 0.000 -4.103 -7.441
H -1.602 0.769 5.527
H -3.295 7.383 0.333
H 3.287 2.412 0.163
H 0.019 1.884 6.720
H -5.037 0.638 1.064
H -1.645 -3.978 -4.434
H -1.064 -3.913 -1.026
H -3.552 5.369 -1.007
H 5.459 2.492 -0.897
H -1.888 -0.670 3.353
```

Results of the Mulliken charge analysis, in e, for atoms 1 through 2:
1 W 0.90
2 I -0.21


(3)
ORCA calculation (the ωB97M-V functional and the def2-TZVPD basis) on a structure of composition C47H42MnN2O2P2Si.

## Properties
Energy above the lowest of the compared OMol25 structures with the same formula, charge and spin ... 1.3398 eV
Spin multiplicity ... 5
Charge ... +1
Gap between HOMO and LUMO (spin up / spin down) ... 6.545 / 7.942 eV
E_HOMO (spin up / spin down) ... -9.4 / -10.4 eV
LUMO energy (spin up / spin down) ... -2.89 / -2.48 eV

XYZ file:
```
97
C47H42MnN2O2P2Si (the ωB97M-V functional and the def2-TZVPD basis)
Mn -1.017 0.422 -0.102
P -0.461 -0.326 -2.713
P -0.682 0.059 2.450
Si 1.332 0.943 -0.108
O -1.565 -1.617 -0.188
O 0.279 -2.673 0.567
N -3.094 7.490 3.421
N -2.739 -3.724 -0.969
C -1.490 4.650 2.200
C 1.094 -0.316 2.520
C 3.780 -1.010 2.637
C 3.249 -0.448 1.488
C -2.977 1.955 -4.946
C -1.451 -4.662 -4.004
C -0.051 2.992 5.238
C 0.141 2.029 4.257
C -1.615 -3.966 -0.004
C -3.828 -2.447 3.052
C -2.708 4.404 -0.276
C -0.865 -2.641 0.155
C -1.960 -2.305 -4.095
C 2.980 -1.182 3.759
C -1.450 2.288 -0.787
C -0.311 -4.375 -3.257
C -1.086 -2.592 3.481
C -0.231 1.536 -4.844
C -2.444 5.578 1.801
C 3.464 0.425 -1.900
C -2.186 1.446 4.379
C 1.904 -0.072 1.400
C -1.631 -1.425 2.952
C -0.012 -3.064 -2.911
C -3.053 5.456 0.552
C -3.008 -1.379 2.719
C -1.309 3.187 5.789
C 4.110 -0.017 -3.041
C 1.645 -0.830 3.697
C -2.272 -3.620 -4.425
C 1.990 2.676 0.103
C -0.925 1.243 3.821
C 3.379 -0.594 -4.072
C -1.904 -3.668 3.806
C 1.352 -0.249 -2.800
C -2.136 2.661 -5.797
C -3.275 -3.595 3.605
C -2.442 1.050 -4.044
C -2.376 2.412 5.356
C -1.160 3.603 1.356
C -0.832 -2.011 -3.329
C -1.763 3.449 0.113
C -2.808 6.648 2.692
C 2.006 -0.696 -3.952
C -1.066 0.811 -3.998
C 2.076 0.294 -1.731
C -0.766 2.456 -5.737
H -0.963 -4.731 -0.408
H 0.877 -2.860 -2.325
H -3.141 -3.827 -5.038
H -2.789 -2.693 -1.014
H -3.032 0.848 4.066
H -2.588 -1.506 -4.468
H 0.356 -5.175 -2.957
H 3.083 2.631 0.152
H -4.046 2.125 -4.972
H -3.627 -4.106 -0.661
H -3.104 0.539 -3.351
H 4.825 -1.292 2.667
H -1.017 4.744 3.169
H 1.643 3.143 1.026
H 1.429 -1.123 -4.765
H -4.897 -2.376 2.892
H 4.061 0.896 -1.127
H 1.130 1.891 3.838
H 3.875 -0.943 -4.969
H -1.463 -4.564 4.224
H -1.459 3.942 6.550
H 1.023 -0.941 4.578
H -0.020 -2.684 3.616
H -2.410 1.854 -1.155
H -1.677 -5.683 -4.286
H -0.954 2.607 -1.705
H 3.909 -0.304 0.640
H -3.184 4.313 -1.246
H -0.422 2.883 1.678
H -3.361 2.558 5.780
H 1.710 3.317 -0.735
H 5.184 0.091 -3.129
H -2.513 -4.081 -1.902
H -2.014 -4.279 0.959
H 0.788 3.589 5.573
H -0.105 3.016 -6.387
H -3.790 6.184 0.240
H -2.548 3.378 -6.495
H 3.396 -1.586 4.674
H 0.842 1.397 -4.807
H -3.910 -4.429 3.880
H -3.448 -0.498 2.262
```

Results of the Mulliken charge analysis, in e, for atoms 1 through 2:
1 Mn 0.19
2 P 1.64


(4)
ORCA calculation (the ωB97M-V functional and the def2-TZVPD basis) on a structure of composition C47H43AsN6O2Sc at a distorted geometry.

## Properties
Energy above the lowest of the compared OMol25 structures with the same formula, charge and spin ... 1.8262 eV
Charge ... +1
Gap between HOMO and LUMO ... 5.878 eV
E_HOMO ... -9.7 eV
LUMO energy ... -3.82 eV

XYZ file:
```
100
C47H43AsN6O2Sc (the ωB97M-V functional and the def2-TZVPD basis)
As -0.699 2.467 0.318
Sc 0.151 -2.412 0.524
O 5.343 -0.762 2.223
O 1.170 -0.774 1.390
N -1.792 -2.176 -0.349
N 2.284 -2.993 1.135
N 0.393 -1.884 -1.811
N 0.679 -4.644 -0.002
N 3.081 -2.031 1.645
N -1.228 -2.088 2.348
C -0.242 -5.463 -0.499
C -2.327 -1.312 1.863
C -1.865 -3.345 -4.381
C -0.685 -2.960 -3.763
C 4.538 2.767 2.307
C -3.058 -3.278 -3.682
C -4.301 0.294 0.824
C 0.359 -0.374 -1.964
C 1.321 -7.189 -0.719
C -0.489 -1.470 3.522
C -1.965 -2.456 -1.685
C 4.494 0.361 2.317
C 2.787 -4.159 0.927
C -2.646 -1.412 0.455
C 1.816 2.476 -1.385
C -0.756 -2.448 -2.477
C -2.034 3.329 -0.755
C 0.074 3.812 2.719
C 2.448 1.559 2.034
C -1.629 3.690 -1.973
C 1.661 -2.342 -2.394
C 0.482 2.717 -1.284
C 2.435 2.664 -2.628
C 5.190 1.530 2.406
C -1.784 -3.445 2.676
C 0.439 3.570 -3.549
C 0.619 4.810 3.550
C -3.688 4.879 -2.426
C 1.714 3.084 -3.742
C -3.105 -2.849 -2.364
C 2.406 -0.880 1.699
C -4.004 0.431 2.177
C 3.109 2.753 2.124
C 0.659 6.245 1.621
C 3.116 0.318 2.116
C -0.216 4.043 1.422
C 1.881 -5.136 0.294
C 2.269 -6.417 -0.083
C -2.443 4.427 -2.839
C 0.884 6.040 2.952
C -4.099 4.459 -1.168
C -3.700 -0.624 -0.011
C -2.946 -0.358 2.687
C -3.283 3.731 -0.312
C 0.061 -6.754 -0.933
C 0.116 5.232 0.825
C -0.199 3.382 -2.302
H 3.209 -6.880 0.195
H -2.062 4.694 -3.811
H -4.082 -2.927 -1.912
H 3.437 2.319 -2.765
H 0.413 -2.115 3.775
H 1.605 -8.228 -1.043
H 0.828 7.216 1.114
H 2.142 3.132 -4.701
H -2.357 -3.492 3.665
H -4.524 1.260 2.699
H -5.084 0.908 0.310
H -2.423 -3.849 1.888
H -3.714 3.587 0.695
H -0.078 4.074 -4.382
H -0.203 2.887 3.152
H -3.966 -0.664 -1.114
H -0.653 -0.083 -1.755
H 1.746 -3.395 -2.286
H 1.308 6.868 3.529
H 1.097 0.173 -1.375
H -0.204 -0.480 3.218
H -1.193 -4.957 -0.718
H -2.600 -0.350 3.733
H 0.672 -0.247 -3.010
H 1.819 -2.010 -3.447
H 4.723 -1.441 2.239
H 2.453 -1.809 -1.877
H -4.020 -3.552 -4.120
H 5.061 3.695 2.485
H -0.924 -4.140 2.812
H 0.248 -3.065 -4.269
H 1.395 1.548 2.202
H -5.016 4.905 -0.763
H 2.423 2.067 -0.607
H -0.661 -7.320 -1.471
H -1.688 -3.751 -5.365
H -4.418 5.382 -3.044
H 0.843 4.717 4.565
H 2.721 3.759 2.248
H 0.085 5.379 -0.286
H -1.173 -1.450 4.376
H 3.790 -4.472 1.155
H 6.232 1.468 2.448
```

Results of the Mulliken charge analysis, in e, for atoms 1 through 2:
1 As 0.95
2 Sc -1.00